one:
C4H11NO2S | ωB97M-V/def2-TZVPD

Results
SMILES string: CNC(=O)CCS.O
Gap between HOMO and LUMO in Ha: 0.3663
E_HOMO in hartree: -0.34622

XYZ file:
```
19
C4H11NO2S ωB97M-V/def2-TZVPD
C 0.10607 -2.00580 0.53270
N -0.87537 -1.52013 -0.42605
C -1.25693 -0.20103 -0.53110
O -2.03489 0.07393 -1.43681
C -1.06220 0.89519 0.54133
C -0.01074 1.85658 0.01290
S 1.45430 1.98729 1.05554
H 0.74684 -1.14896 0.78905
H -0.29780 -2.26945 1.50607
H 0.78599 -2.77064 0.16568
H -1.34496 -2.21929 -0.98326
H -0.92138 0.41087 1.51640
H -2.05811 1.29908 0.72388
H 0.40825 1.46219 -0.91301
H -0.28886 2.88517 -0.18952
H 0.99913 2.58922 2.17320
O 2.11497 -0.69374 -1.73494
H 2.34583 0.13810 -1.34627
H 1.18988 -0.76857 -1.45578
```



two:
C4H11NO2S | ωB97M-V/def2-TZVPD

Results
SMILES string: CC(=O)NCCS.O
Gap between HOMO and LUMO in Ha: 0.3526
E_HOMO in hartree: -0.32493

XYZ file:
```
19
C4H11NO2S ωB97M-V/def2-TZVPD
C 2.53481 1.19584 -0.44133
C 1.28518 0.59316 -0.89072
O 0.27591 1.15050 -1.20174
N 1.08539 -0.83844 -0.80957
C -0.15226 -1.45484 -0.78883
C -0.73702 -1.76505 0.64379
S -0.50862 -0.43709 1.92416
H 3.31119 0.45574 -0.07882
H 2.99338 2.08661 -1.06725
H 2.14885 1.90893 0.38187
H 1.79689 -1.42868 -0.61440
H -0.89550 -0.61640 -1.19885
H -0.15808 -2.30874 -1.44061
H -0.49319 -2.73776 0.90872
H -1.87772 -1.70706 0.34490
H -1.52238 0.27062 1.68619
O -2.52111 1.59073 -0.46439
H -2.56093 1.30692 -1.35784
H -1.82489 2.28790 -0.49183
```



three:
C4H11NO2S | ωB97M-V/def2-TZVPD

Results
SMILES string: CNC(=O)CCS.O
Gap between HOMO and LUMO in Ha: 0.3631
E_HOMO in hartree: -0.33786

XYZ file:
```
19
C4H11NO2S ωB97M-V/def2-TZVPD
C 1.66326 -0.67035 1.00712
N 0.91444 -1.27128 -0.09834
C -0.47171 -1.37407 -0.08339
O -1.03056 -2.22160 -0.74084
C -1.22436 -0.33276 0.71946
C -1.22955 1.02231 0.01402
S -2.17837 2.18480 1.04759
H 1.41747 0.38380 1.10050
H 1.47463 -1.16616 1.96204
H 2.72118 -0.73549 0.76526
H 1.31703 -2.13197 -0.44736
H -0.80438 -0.23862 1.72250
H -2.24258 -0.70014 0.81070
H -0.22366 1.40848 -0.11539
H -1.69646 0.92560 -0.96376
H -1.99664 3.26272 0.27605
O 1.23907 0.90876 -2.17654
H 1.15089 0.67589 -3.10469
H 1.20030 0.07009 -1.69494
```



four:
C4H11NO2S | ωB97M-V/def2-TZVPD

Results
SMILES string: CC(=O)NCCS.O
Gap between HOMO and LUMO in Ha: 0.3545
E_HOMO in hartree: -0.33234

XYZ file:
```
19
C4H11NO2S ωB97M-V/def2-TZVPD
C 1.39436 1.79442 1.36089
C 1.10224 0.80680 0.27196
O 0.80544 1.10093 -0.91304
N 1.07104 -0.49413 0.74854
C 0.33527 -1.62963 0.18867
C -1.05717 -1.46322 0.84390
S -1.99433 0.03476 0.38749
H 1.47727 2.82357 1.02054
H 0.55435 1.63339 1.97191
H 2.21240 1.34380 1.99443
H 1.21285 -0.65614 1.72266
H 0.15281 -1.41565 -0.81612
H 0.71148 -2.78017 0.47709
H -0.91936 -1.55956 1.93467
H -1.68612 -2.47250 0.81852
H -1.08292 0.55496 -0.42255
O 0.45670 -0.17033 -2.92477
H 1.17570 0.23222 -2.49954
H -0.14182 0.70370 -2.93126
```



The winner here is three, beating the second structure by 20.0 kcal/mol.



one:
CH2O3P2 | ωB97M-V/def2-TZVPD

Results
SMILES string: C=P([O-])([O-])P=O
Gap between HOMO and LUMO (alpha / beta) in Ha: 0.2018 / 0.2142
E_HOMO (alpha / beta) in hartree: 0.06553 / 0.05449
Net charge: -2

XYZ file:
```
8
CH2O3P2 ωB97M-V/def2-TZVPD
C 1.35766 -0.26322 0.01696
P -0.35139 -0.78282 0.01655
O -0.52060 -1.72988 1.14369
O -0.71382 -1.32210 -1.33433
P -1.57861 1.08919 0.54403
O -1.63058 2.14806 -0.49501
H 1.72099 0.48127 0.91115
H 1.71636 0.37951 -0.80303
```



two:
CH2O3P2 | ωB97M-V/def2-TZVPD

Results
Gap between HOMO and LUMO in Ha: 0.2815
E_HOMO in hartree: -0.02181
Net charge: -2

XYZ file:
```
8
CH2O3P2 ωB97M-V/def2-TZVPD
C 2.02616 1.33931 1.74031
O -0.11654 0.52497 0.51061
O -2.13017 -1.48876 -3.33751
O -2.65451 -2.89959 -1.40599
P 0.89344 1.57265 0.54406
P -2.92136 -1.50721 -2.00112
H 2.79181 2.09054 1.67481
H 2.11118 0.36810 2.27484
```



The winner here is two, beating the second structure by 49.3 kcal/mol.